1.
ORCA calculation (ωB97M-V/def2-TZVPD) on a molecular structure, C31H41N4SSiTl.

```
79
Properties=species:S:1:pos:R:3:forces:R:3
S -2.9329 3.4951 -0.7211 -0.012 0.031 -0.025
H 1.6507 -1.1129 3.5443 0.001 -0.021 0.001
H 1.8667 2.3141 -5.9922 0.002 -0.004 -0.004
H 5.4747 -1.4884 0.0760 -0.003 -0.001 -0.007
Tl 0.7228 1.0836 0.6546 -0.008 0.001 -0.059
H 3.3885 -3.1211 1.2114 -0.005 0.016 0.015
H -6.9223 5.0883 0.1905 0.007 -0.005 -0.010
H 2.9529 -1.3814 -2.3089 0.009 -0.003 -0.010
H -2.0902 1.9864 -3.4745 0.001 -0.022 -0.033
H 3.5632 1.1228 -4.6413 0.002 0.004 -0.001
C -0.1603 1.0550 -3.5757 0.017 0.048 -0.045
H -3.1278 -0.0767 0.2456 -0.008 -0.011 -0.001
H -2.5585 -2.8222 -1.2778 -0.005 -0.006 0.002
H 1.1469 -3.0437 2.4675 -0.001 0.022 -0.004
H 1.9374 -2.7932 0.2585 0.026 0.009 -0.003
H -2.1498 0.2394 -3.6940 -0.014 -0.026 0.031
H 3.5174 -2.3715 -0.3773 -0.006 0.012 0.005
C -3.0923 -0.9395 3.4065 -0.008 -0.012 0.001
N 0.4181 -0.2611 -1.6235 -0.027 -0.062 0.022
H -0.5034 2.2725 -5.2967 0.003 -0.001 -0.001
H 7.5918 -0.3078 -0.2596 0.000 0.001 0.001
C -1.7868 -3.0437 -0.5379 0.013 0.001 0.017
C 0.2434 1.7428 -4.7170 -0.007 0.010 0.053
C 2.9190 -2.4004 0.5347 -0.012 0.019 -0.045
C -0.1872 -1.3802 -1.6655 -0.028 0.001 0.008
C 6.7713 0.1970 0.2364 -0.002 -0.004 0.005
H -1.7581 0.9392 -2.1136 0.016 0.005 0.017
C -2.6728 -1.9337 4.2750 -0.012 0.003 -0.001
C 5.8695 2.1337 1.3214 0.005 -0.001 -0.001
C 0.8162 0.3861 -2.8307 -0.034 0.005 0.041
C 4.6690 1.4635 1.5008 0.000 -0.002 -0.001
C -2.4504 -0.7274 2.1929 -0.005 -0.021 -0.012
C -0.3571 -2.2098 -2.9091 0.019 0.025 0.012
C -1.3573 -1.5410 1.8668 0.038 0.003 -0.012
H 3.2397 0.0635 -1.3601 -0.015 0.012 -0.045
H -6.5358 5.0749 1.9255 -0.001 0.006 -0.002
H -3.8760 0.7558 1.6189 0.017 0.016 0.009
H 0.2301 -1.8013 -3.7270 0.006 0.005 -0.013
C -2.9443 0.3301 1.2438 0.019 -0.022 0.027
C 2.6673 -0.8930 3.2073 -0.027 0.043 -0.022
C 5.5649 -0.4667 0.4275 0.011 -0.007 0.012
H -1.2576 -3.9334 -0.8836 0.000 -0.002 0.003
H -5.1426 1.7649 -0.1324 -0.013 0.003 0.004
N -4.8815 4.7551 0.6457 0.024 -0.009 0.004
H -3.1772 -2.0800 5.2212 -0.001 -0.001 0.000
H 2.9653 0.0396 3.6945 0.000 -0.005 -0.003
C -0.8453 -1.8779 -0.4052 0.014 -0.012 -0.087
C 1.5703 1.7692 -5.1054 0.041 0.000 0.006
H -6.2743 2.6963 1.9643 0.015 -0.001 0.005
C -1.6155 1.0490 -3.1876 0.042 -0.009 0.016
N -0.6462 -1.2312 0.6713 -0.064 0.070 0.069
H -7.4356 2.7892 0.6214 0.000 -0.006 0.003
H -1.3008 -3.5507 4.5754 -0.002 0.000 0.003
H -1.4031 -2.2501 -3.2188 -0.006 0.008 -0.002
H 0.1398 -4.4012 2.9686 0.013 0.006 0.008
C 6.9281 1.5006 0.6824 -0.010 0.001 0.001
C 4.4832 0.1468 1.0629 -0.024 0.020 0.005
H -3.9372 -0.3129 3.6669 0.000 0.003 0.003
C -6.2958 4.6302 0.9619 -0.009 -0.002 0.027
C 2.1642 0.4109 -3.1975 0.011 -0.033 0.007
H -2.2276 1.1430 1.1126 -0.012 -0.013 0.006
Si 2.7795 -0.6646 1.3160 0.078 -0.098 0.065
H -2.2648 -3.2661 0.4127 -0.002 -0.003 -0.002
H 7.8658 2.0208 0.5329 0.001 0.000 0.001
C 3.1919 -0.3183 -2.3824 -0.013 -0.010 0.008
C 0.1726 -3.5135 2.3378 -0.005 0.005 0.010
N -5.4029 2.7220 0.0329 0.017 0.017 -0.029
C 2.5212 1.1048 -4.3457 -0.003 0.007 -0.029
C -6.4533 3.1063 0.9653 -0.025 0.006 -0.017
C -1.6171 -2.7521 3.9150 0.003 -0.013 -0.016
C -4.4166 3.6622 -0.0133 -0.015 -0.016 0.025
C -0.9477 -2.5811 2.7066 -0.015 0.017 0.026
H -0.0356 -3.2350 -2.7184 -0.002 0.002 -0.010
H 0.1121 -3.8398 1.2994 -0.010 -0.005 0.003
H 3.8496 1.9824 1.9914 0.000 0.002 -0.003
H 3.3318 -1.6808 3.5746 0.007 -0.006 -0.022
H 5.9790 3.1524 1.6731 0.001 0.000 -0.001
H -4.4157 5.6346 0.5069 -0.007 0.005 -0.001
H 4.1817 -0.2189 -2.8255 0.002 0.008 -0.004
```
Positions in Å, forces in eV/Å.

Net charge: 0
Orbital gap: 5.73 eV
Largest force on an atom: 0.14 eV Å⁻¹

2.
ORCA calculation (ωB97M-V/def2-TZVPD) on a molecular structure, C31H41N8NaOS4SeSi.

```
88
Properties=species:S:1:pos:R:3:forces:R:3
C 4.9854 2.3536 -0.2513 -0.013 -0.022 -0.013
H 2.6081 1.9444 5.2606 0.000 0.004 -0.002
H -6.8495 1.9684 -1.4870 0.001 0.000 0.000
C -2.1131 1.3853 0.2596 0.003 -0.012 0.036
H 4.1247 4.6589 1.3789 0.002 -0.003 -0.001
H -1.3527 0.6511 6.4040 -0.005 -0.006 0.002
Se -0.6462 -1.1834 2.4754 -0.029 0.081 0.048
H -4.5419 0.4868 0.5408 0.013 0.002 -0.008
S 1.5375 2.6249 3.2312 0.003 -0.076 0.075
C -4.2924 -0.1077 -2.2368 0.011 -0.007 0.022
C -6.2629 1.2426 -2.0372 0.006 0.005 -0.013
C -6.7286 0.7512 -3.2511 0.011 -0.004 -0.002
H 1.7670 4.6139 2.0563 0.009 0.008 0.000
H 0.8387 -5.8777 -6.0298 0.001 0.001 0.000
H -2.6506 -2.2542 5.1840 -0.002 0.000 0.002
H 5.6213 2.2310 0.6275 0.005 -0.004 0.006
O -2.7710 -1.9746 -3.7496 0.000 0.016 -0.030
N 1.7701 -1.9132 -1.9226 0.027 0.004 -0.011
C -5.0483 0.8145 -1.5231 -0.026 0.002 0.009
H 1.6138 1.1589 -2.4420 0.000 -0.002 -0.001
H 4.7376 1.1276 2.1648 0.022 -0.001 0.002
C -5.9823 -0.1711 -3.9588 0.000 0.010 0.004
C 2.0116 -3.2727 -2.3536 -0.005 0.002 -0.001
H -3.4714 1.1730 2.8336 -0.004 -0.003 -0.007
C -2.6870 1.3870 3.5643 0.001 0.012 -0.036
C -2.3818 -2.8788 -4.6839 0.030 -0.037 0.038
N -4.3174 -2.1898 -5.2933 0.021 -0.052 -0.008
C -0.2013 -3.1206 -3.5485 -0.008 0.012 0.007
H 1.9086 -3.9087 -1.4726 0.003 0.002 0.001
N -3.0437 3.1373 -0.6944 -0.007 -0.014 0.060
H 5.2648 -0.2252 3.1757 0.000 -0.006 0.003
C -0.7253 0.3264 5.5689 0.020 -0.014 0.007
H 5.4568 -1.6913 1.2352 0.000 0.003 0.012
C 5.3937 -0.6148 1.0691 0.004 0.005 0.008
H 3.0419 -3.3417 -2.7014 -0.003 -0.003 -0.003
H -0.1058 -0.5055 5.9122 -0.008 0.012 0.013
H 4.4817 3.2176 2.3184 -0.002 -0.001 -0.004
H -1.3991 -4.8175 -6.2234 0.000 -0.001 0.000
H -5.2650 2.0624 0.2093 -0.006 -0.011 0.008
N 1.0516 -0.1663 -0.8509 -0.050 -0.029 -0.111
C 2.7546 1.6885 4.2101 -0.013 0.001 0.004
C -1.0766 -3.5220 -4.5496 -0.008 -0.004 -0.016
H 3.7529 2.0235 3.9299 -0.009 0.000 0.003
S 4.5257 -0.4544 -0.5119 -0.001 0.001 0.001
C 2.5006 4.0279 2.6131 -0.022 0.000 -0.042
N -3.2635 -3.0381 -5.6070 -0.030 0.049 -0.017
H -0.0719 1.1630 5.3084 0.016 0.008 -0.010
H -6.3275 -0.5683 -4.9035 -0.003 0.002 0.000
H -0.4997 -2.3347 -2.8667 0.004 -0.002 -0.002
C 1.4209 -4.6942 -4.3404 -0.010 -0.001 0.000
H 4.5309 1.2690 -2.0698 0.004 0.001 -0.001
C 4.7185 0.0448 2.2676 -0.024 -0.003 -0.034
N 2.0167 -0.8764 -2.7506 -0.044 0.014 0.011
H -3.6925 -0.8764 5.5831 0.000 -0.003 0.002
Na 0.6593 0.9481 1.1551 0.100 0.066 -0.028
H 2.4044 -5.1442 -4.2716 0.001 0.001 0.000
N -1.1316 2.2584 0.1022 0.001 -0.040 0.035
H 3.2776 -0.2990 4.8041 -0.007 0.000 0.002
C -4.5800 1.3089 -0.1761 -0.001 0.001 -0.022
C -3.1141 -1.3500 4.7845 0.002 0.007 0.005
H -3.8030 -1.6562 3.9949 0.002 0.001 -0.008
C 1.0530 -3.7023 -3.4415 0.000 -0.001 -0.002
H 6.1578 1.0375 -1.4513 0.001 -0.001 0.002
C 5.1112 1.1331 -1.1550 -0.003 0.011 0.009
H -1.2564 4.2218 -0.7655 0.002 -0.003 0.003
H 2.8279 4.6392 3.4553 -0.001 0.004 0.000
H -2.0268 0.4093 0.7283 -0.002 0.011 0.000
N -3.2544 1.8960 -0.2031 -0.017 0.051 -0.040
H -3.3415 -0.4498 -1.8451 0.001 -0.004 0.001
H 0.8938 -2.1118 0.0217 0.005 0.000 -0.002
C 3.7042 3.7155 1.7337 -0.003 0.009 0.001
H -7.6765 1.0936 -3.6440 -0.001 0.000 0.000
C 1.1923 -1.4754 -0.7994 0.004 -0.028 0.024
H 1.6088 -0.1597 4.2535 -0.023 0.002 -0.003
C 0.5413 -5.1049 -5.3336 0.000 0.000 0.003
C 1.5680 0.1502 -2.0632 0.053 -0.013 0.003
S 3.0013 -0.5079 2.4307 -0.015 0.013 0.018
C -3.9893 -1.5891 -4.2034 -0.014 0.029 0.031
H 5.3492 3.2282 -0.7943 0.001 -0.001 -0.005
H -1.9949 2.1057 3.1171 -0.009 -0.002 0.011
C -0.7077 -4.5204 -5.4470 0.008 -0.003 0.002
C -1.7588 3.3107 -0.4847 0.005 -0.014 -0.049
S 3.2914 2.6580 0.3215 0.009 0.030 0.017
H -3.1615 1.8672 4.4251 0.001 -0.002 0.004
H 6.4169 -0.2476 0.9600 -0.005 0.006 -0.007
Si -1.8005 -0.1889 4.1066 -0.026 -0.065 0.006
C 2.6293 0.1724 4.0615 0.053 0.006 0.002
C -4.7577 -0.6009 -3.4486 -0.004 -0.009 -0.024
```
Positions in Å, forces in eV/Å.

Net charge: 0
Orbital gap: 6.91 eV
Largest force on an atom: 0.12 eV Å⁻¹

Which highest occupied orbital energy belongs to each record? In order, -5.81, -6.94 eV.
Which ΔE to the lowest compared entry with this formula, charge and spin belongs to each record? In order, 0.0, 0.0 kcal per mole.
Which E belongs to each record? In order, -2285.073068, -6165.297166 a.u..